[1]
A molecular structure, C36H46N8OReS. Source: the Open Molecules 2025 dataset; level of theory: ωB97M-V/def2-TZVPD.

```
! RIJCOSX wB97M-V def2-TZVPD def2/J DEFGRID3
* xyz 2 2
Re 2.100 1.435 0.172
S -1.996 -0.849 -1.052
O -1.770 -5.254 -2.917
N 2.016 -0.602 0.119
N 2.138 1.408 2.077
N -3.914 -2.600 -0.531
N -1.979 2.978 -0.791
N 2.225 3.465 0.611
N 3.837 0.942 -0.638
N 0.096 1.826 -0.201
N -2.158 -3.327 -1.857
C -4.652 -1.645 0.282
C 2.954 -1.256 -0.554
C 2.900 3.672 4.995
C 4.967 -3.287 -1.960
C 2.718 5.008 4.798
C 4.065 -0.398 -0.924
C 5.280 -0.855 -1.412
C 4.947 1.834 -1.026
C 2.310 3.896 -1.802
C -4.807 -5.503 -2.282
C -5.956 -2.265 0.759
C -2.190 4.329 -0.264
C 4.723 3.337 -1.032
C 3.799 3.878 -2.123
C 2.802 -2.624 -0.900
C -2.768 -2.342 -1.128
C 5.682 -2.123 -1.854
C 2.353 5.648 3.594
C 0.700 -0.587 2.194
C -5.922 -6.085 -1.700
C 3.648 -3.489 -1.540
C 1.044 -1.347 0.909
C -2.479 -4.653 -2.149
C -3.682 -5.250 -1.505
C -5.909 -6.424 -0.355
C 1.883 0.158 2.807
C 2.176 5.121 2.351
C 2.277 3.774 1.889
C 2.726 2.606 4.090
C -2.990 2.447 -1.711
C -4.780 -6.187 0.415
C 2.383 2.600 2.761
C -3.664 -5.595 -0.155
C -6.932 -2.556 -0.372
C 2.021 4.479 -0.426
C -0.915 2.341 -0.466
H 1.786 4.480 -2.562
H 3.239 -4.475 -1.724
H 0.987 4.840 -0.369
H 5.715 3.759 -1.210
H 1.930 5.844 1.586
H 2.221 6.721 3.657
H -5.735 -3.181 1.316
H 3.195 3.372 5.993
H -0.120 0.114 2.021
H -4.298 -3.538 -0.598
H -2.779 -5.413 0.441
H -3.937 2.358 -1.180
H 2.671 5.345 -0.265
H -4.025 -1.343 1.125
H 5.473 -4.134 -2.402
H -2.138 5.054 -1.077
H 3.965 3.331 -3.054
H -3.094 3.141 -2.544
H 6.712 -2.171 -2.189
H 6.073 -0.127 -1.469
H -3.175 4.373 0.200
H 2.788 -0.459 2.788
H 4.434 3.689 -0.042
H -4.803 -5.255 -3.335
H -6.517 -3.250 -1.106
H -6.777 -6.886 0.092
H -1.322 -3.017 -2.336
H -4.842 -0.753 -0.322
H 1.834 -3.041 -0.664
H -6.410 -1.577 1.474
H 2.864 5.650 5.656
H -7.202 -1.640 -0.899
H 1.462 -2.320 1.180
H -2.685 1.467 -2.067
H -7.846 -3.002 0.013
H -6.797 -6.284 -2.301
H 5.785 1.620 -0.351
H 0.342 -1.311 2.928
H 1.866 2.891 -1.890
H 5.266 1.562 -2.037
H -1.432 4.553 0.483
H 4.095 4.909 -2.328
H 0.130 -1.511 0.334
H -4.765 -6.472 1.457
H 1.653 0.378 3.849
H 2.907 1.634 4.529
*
```

HOMO energy (spin up / spin down): -12.401 / -12.807 eV
maximum force: 0.7 eV Å⁻¹
frontier orbital gap (spin up / spin down): 6.179 / 6.495 eV
⟨S²⟩: 0.7671
ΔE to the lowest compared entry with this formula, charge and spin: 0.652 eV
E_tot: -2388.66433 a.u.

***

[2]
A molecular structure, C36H47MoN5P2. Source: the Open Molecules 2025 dataset; level of theory: ωB97M-V/def2-TZVPD.

```
! RIJCOSX wB97M-V def2-TZVPD def2/J DEFGRID3
* xyz 2 3
Mo 0.000 0.000 0.000
P 1.341 -1.227 -8.650
P -1.729 -0.547 -8.202
N -3.377 -0.998 -8.562
N -2.518 0.054 3.686
N 2.759 -0.224 -8.474
N -1.836 1.167 -7.971
N 1.902 -2.519 -9.659
C 1.189 2.485 4.275
C -1.539 0.776 -1.452
C 3.584 0.324 -9.450
C -2.166 3.376 -8.168
C -4.330 -0.335 -9.328
C -1.017 0.702 -2.877
C 0.219 1.484 4.278
C -2.085 2.202 -8.874
C 1.372 -1.201 0.996
C -5.358 -1.212 -9.587
C 0.262 -0.160 -3.016
C -0.263 2.923 -0.764
C -3.814 -2.306 -8.355
C -1.193 -0.278 3.101
C 1.465 2.200 1.899
C -5.030 -2.461 -8.975
C 2.272 -2.538 -11.005
C 1.227 -0.024 -1.859
C -3.004 1.411 3.394
C 4.009 1.355 -7.478
C 0.463 1.202 1.864
C 3.023 0.421 -7.266
C -1.968 3.072 -6.787
C -1.048 -0.586 -9.925
C 2.740 -3.794 -11.303
C -2.651 -0.278 5.116
C -1.769 1.718 -6.690
C 4.367 1.289 -8.859
C -0.168 0.845 3.085
C 0.440 -0.214 -9.913
C 1.539 1.150 -1.181
C 1.807 2.844 3.087
C 2.667 -4.582 -10.114
C 1.016 2.530 -1.544
C -1.226 1.779 -0.540
C 2.154 -3.784 -9.124
H -1.796 0.268 -3.512
H -2.170 2.015 -9.933
H 0.545 0.851 -9.691
H 3.091 -4.118 -12.273
H -1.169 -1.582 -10.359
H 0.836 2.584 -2.621
H 1.473 2.970 5.199
H -2.340 4.354 -8.597
H 2.403 -0.970 0.701
H -1.962 3.773 -5.964
H 0.915 -0.403 -10.883
H -2.308 -1.317 5.311
H 1.280 -1.092 2.082
H -0.770 3.754 -1.277
H -3.206 -2.992 -7.783
H 1.894 -0.873 -1.718
H 1.795 3.267 -1.324
H -1.363 -0.619 2.058
H -0.839 1.712 -3.258
H -5.630 -3.360 -8.976
H -0.751 -1.147 3.636
H 2.476 0.143 -6.377
H -6.261 -0.979 -10.136
H -0.029 -1.214 -3.075
H -0.210 1.216 5.226
H 2.412 1.127 -0.533
H -1.583 1.078 -5.840
H 2.160 -1.667 -11.632
H 2.007 2.500 1.027
H 0.768 0.077 -3.964
H 1.166 -2.250 0.746
H 0.029 3.301 0.222
H -2.094 0.421 5.766
H -2.402 2.178 3.927
H -1.893 1.903 0.312
H 2.951 -5.619 -10.006
H -2.412 0.166 -1.233
H -2.970 1.603 2.305
H -4.193 0.698 -9.604
H 3.548 -0.036 -10.466
H 4.442 2.000 -6.726
H -1.639 0.115 -10.526
H -4.061 1.513 3.720
H 5.131 1.871 -9.357
H 1.934 -3.978 -8.084
H 2.574 3.608 3.085
H -3.719 -0.229 5.414
*
```

HOMO energy (spin up / spin down): -12.016 / -12.016 eV
maximum force: 3.8 eV Å⁻¹
frontier orbital gap (spin up / spin down): 5.322 / 2.782 eV
⟨S²⟩: 2.4037
ΔE to the lowest compared entry with this formula, charge and spin: 0.000 eV
E_tot: -2423.85447 a.u.

***

[3]
A molecular structure, C36H48F24O24S2. Source: the Open Molecules 2025 dataset; level of theory: ωB97M-V/def2-TZVPD.

```
! RIJCOSX wB97M-V def2-TZVPD def2/J DEFGRID3
* xyz 0 1
S -5.566 -1.596 -2.260
S -6.922 -0.584 1.528
F -1.181 -4.774 -4.120
F 3.045 1.790 -0.098
F 4.076 -6.996 -0.814
F -0.411 4.479 1.168
F -2.360 4.209 2.057
F -3.288 -4.291 -3.944
F 1.738 2.341 -1.720
F -1.128 1.779 7.995
F -1.982 -4.107 -2.213
F -3.477 1.593 -1.104
F 7.276 -0.602 4.677
F -0.694 3.105 2.845
F 0.949 2.168 0.288
F 4.417 -4.972 -1.499
F -0.859 2.950 6.179
F 3.729 -6.480 -2.887
F 0.771 1.071 -6.288
F 5.442 -0.048 5.692
F -2.256 1.275 6.207
F -1.734 2.767 -0.636
F 5.932 -2.134 5.444
F 1.964 2.859 -6.475
F 2.472 1.115 -7.644
F -1.707 1.408 -2.346
O -2.699 -1.844 -4.436
O 1.600 -6.561 -0.529
O -5.531 -0.212 -1.952
O -1.867 0.583 1.038
O 4.144 1.331 -5.434
O -6.002 -0.388 2.812
O 3.503 4.218 0.353
O 1.632 -4.708 -1.793
O -7.026 0.619 0.785
O -5.903 -1.544 0.755
O -0.925 -0.403 -0.756
O 1.582 4.940 -0.566
O -0.572 -2.096 -3.781
O -4.486 -2.416 -1.874
O -5.834 -1.766 -3.838
O 1.173 0.880 6.732
O -1.392 5.488 4.346
O 6.001 -1.267 2.521
O -6.969 -2.208 -1.824
O -8.084 -1.280 1.910
O 4.063 -0.639 3.449
O 2.393 0.389 -4.388
O -0.263 0.019 5.224
O 0.116 6.265 2.883
C 1.996 2.565 -0.407
C 6.001 -0.921 4.859
C 2.324 4.068 -0.247
C 3.759 5.549 0.844
C 0.094 0.802 6.228
C 1.134 8.417 2.963
C -4.618 -1.656 1.389
C -4.612 -0.557 2.429
C 1.054 -0.858 3.412
C 3.227 -0.359 -3.477
C -3.793 0.176 -5.177
C 5.215 -0.949 3.527
C 4.399 6.399 -0.228
C 0.637 -1.026 4.839
C -1.070 1.721 6.655
C -0.785 5.415 3.315
C -2.061 -3.943 -3.549
C 0.410 7.376 3.775
C 1.098 -1.312 0.114
C -1.697 -2.486 -3.921
C -7.919 -1.787 -2.806
C 2.017 1.508 -6.464
C 2.156 -5.675 -1.317
C -2.484 -0.552 -5.029
C 5.375 -1.322 1.244
C 0.258 -6.328 -0.091
C -2.135 1.594 -1.101
C -1.052 4.288 2.311
C 2.982 1.063 -5.352
C 4.990 -2.746 0.895
C 2.602 -1.696 -3.185
C 3.627 -6.037 -1.629
C -0.391 -1.507 -0.037
C -7.188 -2.036 -4.126
C -1.680 0.471 -0.141
C 0.201 -5.273 0.999
H -0.523 7.777 4.163
H 1.486 -1.120 5.520
H 1.439 0.121 3.123
H 4.166 -3.088 1.530
H 0.129 -1.980 5.011
H -0.037 -7.288 0.328
H -1.794 -0.004 -4.388
H 3.799 6.489 -1.133
H 6.081 -0.962 0.491
H 0.551 -5.592 1.973
H 4.663 -2.852 -0.137
H 4.495 5.359 1.627
H -3.939 -1.402 0.577
H -8.113 -0.716 -2.701
H -4.496 -0.368 -5.811
H 0.457 9.017 2.348
H 1.747 9.083 3.568
H 2.692 -2.326 -4.071
H -2.004 -0.653 -6.004
H -3.642 1.133 -5.679
H -0.923 -1.694 0.898
H -0.415 -6.068 -0.905
H 4.609 7.429 0.070
H -8.832 -2.348 -2.649
H 1.800 8.019 2.190
H -4.063 -0.744 3.348
H -0.556 -2.442 -0.581
H 4.549 -0.618 1.148
H 0.651 -4.359 0.613
H 5.370 5.974 -0.493
H 1.389 -0.407 0.646
H 0.167 -0.974 2.776
H 1.035 6.947 4.557
H 1.564 -1.558 -2.909
H 3.262 0.252 -2.570
H 3.199 -2.166 -2.404
H -7.598 -1.352 -4.868
H -7.332 -3.065 -4.453
H 1.594 -1.240 -0.854
H -0.844 -4.945 1.087
H -4.501 -2.653 1.805
H 1.790 -1.556 3.020
H 5.834 -3.413 1.068
H 4.242 -0.427 -3.860
H 1.525 -2.179 0.621
H -4.287 0.380 -4.229
H 2.915 6.044 1.321
H -4.271 0.423 2.089
*
```

HOMO energy: -10.893 eV
maximum force: 1.8 eV Å⁻¹
frontier orbital gap: 11.096 eV
E_tot: -6399.57752 a.u.

***

[4]
A molecular structure, C36H48O3S3. Source: the Open Molecules 2025 dataset; level of theory: ωB97M-V/def2-TZVPD.

```
! RIJCOSX wB97M-V def2-TZVPD def2/J DEFGRID3
* xyz 0 1
S 0.719 -2.112 -2.379
S 2.946 -2.319 4.464
S -1.273 -3.434 5.226
O -0.028 -2.602 4.828
O 4.265 -3.078 4.852
O -0.404 -2.949 -2.929
C -1.523 -0.219 0.917
C -1.059 2.227 4.442
C -1.164 2.685 -4.516
C 1.324 2.319 6.007
C 2.614 5.095 -0.010
C -3.482 1.827 -4.768
C -2.825 0.078 0.239
C -1.765 -0.032 -1.958
C -0.413 -0.497 0.138
C -2.680 -2.281 4.784
C -2.013 -1.372 -7.426
C 0.200 -1.876 -8.380
C 1.942 -3.367 -2.019
C -0.546 -0.376 -1.435
C -0.502 3.532 4.848
C 0.695 3.513 5.724
C 0.771 -2.233 -7.005
C 1.963 3.661 0.163
C 3.404 -1.135 3.228
C -1.622 3.232 -3.168
C 3.610 5.569 0.895
C 3.350 3.525 2.206
C 2.354 2.923 1.267
C 3.935 4.742 1.988
C -1.553 -1.634 -6.051
C 0.821 1.101 5.690
C 2.220 -3.446 3.365
C -2.883 0.183 -1.138
C -1.342 -4.899 4.187
C -1.243 -1.510 -8.553
C -0.338 0.940 4.920
C -2.967 2.959 -2.621
C -3.918 2.267 -3.515
C -2.039 2.002 -5.321
C 0.229 -1.872 -0.638
C -0.055 -2.057 -5.884
H -0.156 2.962 -4.962
H -1.518 0.039 2.020
H -4.031 1.101 -5.315
H -0.762 -4.820 3.313
H -2.538 -2.188 3.702
H 1.281 -3.119 2.959
H 4.708 5.192 2.577
H -1.996 2.290 4.014
H 1.400 0.238 5.883
H 0.374 -2.267 -4.779
H 1.680 -2.471 -6.720
H 2.475 -3.157 -1.262
H 2.260 5.583 -0.864
H 0.380 -0.515 -1.950
H -0.990 -5.579 4.765
H -2.425 -1.366 5.318
H 2.281 2.408 6.577
H 0.581 -0.598 0.815
H -1.809 -0.123 -2.964
H -3.766 0.218 0.980
H -3.083 -1.041 -7.497
H -3.715 -2.675 4.921
H 1.353 3.254 -0.575
H -3.261 3.169 -1.627
H 3.698 2.859 3.100
H 4.104 -0.386 3.556
H -1.113 4.324 4.644
H 2.484 -0.582 2.725
H -2.227 -5.278 4.008
H 1.180 4.430 5.935
H 2.874 -3.844 2.550
H -0.612 -0.029 4.875
H -0.722 -1.146 -0.811
H 1.848 -4.400 3.971
H 1.697 1.878 1.428
H 2.483 -3.642 -2.952
H -1.113 3.585 -2.371
H -3.888 0.359 -1.551
H -1.717 1.769 -6.322
H 0.003 -2.771 -0.212
H 1.588 -4.253 -1.822
H 4.085 6.442 0.496
H -4.953 1.969 -3.361
H -1.485 -1.464 -9.530
H 3.955 -1.269 2.315
H -2.196 -1.335 -5.025
H 0.855 -1.020 -0.225
H 0.726 -1.813 -9.416
*
```

HOMO energy: -6.371 eV
maximum force: 15.1 eV Å⁻¹
frontier orbital gap: 5.998 eV
ΔE to the lowest compared entry with this formula, charge and spin: 26.253 eV
E_tot: -2819.73008 a.u.

***

Question: Which value of E_tot does entry 3 give?
Answer: -6399.57752 a.u.